The following is a quantum chemistry calculation of an isolated molecule of C4H9N, from the Open Molecules 2025 dataset.

Output
Gap between HOMO and LUMO ... 10.05 eV
Structure (SMILES) ... CC1(C)CN1
DFT total energy ... -212.41347 hartree
E_LUMO ... 1.062 eV
Total charge ... 0
E_HOMO ... -8.99 eV
ΔE to the lowest compared entry with this formula, charge and spin ... 361.5 kJ/mol

Structure (XYZ):
```
14
C4H9N (ωB97M-V/def2-TZVPD)
C 1.1326 -1.0273 -0.0124
C 0.0973 -0.0200 -0.0858
C 0.7571 1.3069 -0.0580
C -1.0369 -0.0651 0.7213
H 0.7456 -1.9986 -0.1576
H 2.0987 -0.9226 -0.6838
H 1.7579 -0.7840 1.0037
H 1.3924 1.3699 -1.0601
H -0.0482 1.9700 0.0472
H 1.5422 1.2106 0.9066
H -1.0786 -1.0332 1.3214
H -1.6430 0.7998 1.4338
H -1.8720 0.3246 -1.4288
N -1.2278 -0.3006 -0.6819
```